The following is a DFT calculation (ωB97M-V with the def2-TZVPD basis set) of a structure of composition C13H12IrN4O5Se.

Properties
ΔE to the lowest compared entry with this formula, charge and spin ... 26.7 kJ/mol
Total charge ... +1
HOMO-LUMO gap (spin up / spin down) ... 9.04 / 6.06 eV
Spin multiplicity ... 5
Total energy ... -98051.17269 eV

CARTESIAN COORDINATES (ANGSTROEM)
Ir (1.10361, -0.09699, -0.99683)
C (1.95171, 0.94491, 2.71797)
C (1.09531, -0.22019, 2.41237)
N (0.83751, -0.65969, 1.19087)
C (0.09401, -1.80149, 1.31227)
C (-0.12049, -2.04639, 2.64837)
N (0.52021, -1.03349, 3.31207)
C (-0.92669, -3.04159, 3.43027)
O (-1.46109, -4.03499, 2.78107)
O (-1.04479, -2.84109, 4.61287)
C (-0.30769, -2.58109, 0.09077)
O (-0.91079, -3.63159, 0.22777)
O (0.03581, -2.04109, -1.00323)
H (2.24291, 1.43191, 1.78817)
H (2.85621, 0.61441, 3.22957)
H (1.44431, 1.66191, 3.36167)
H (0.52331, -0.96709, 4.32317)
H (-1.28699, -4.04969, 1.79397)
O (0.45231, -0.39439, -3.28973)
C (-0.39729, 0.61321, -3.79453)
C (-0.93399, 1.55171, -2.73723)
C (-1.92369, 2.47201, -3.07243)
C (-2.44449, 3.29181, -2.08913)
C (-1.95269, 3.18191, -0.79383)
C (-0.93669, 2.28241, -0.54813)
N (-0.44149, 1.48711, -1.49873)
H (-0.02269, -1.23179, -3.18953)
H (-1.24149, 0.18321, -4.34193)
H (0.19871, 1.20101, -4.50533)
H (-2.28019, 2.52671, -4.08993)
H (-3.22649, 3.99851, -2.32013)
H (-2.34789, 3.78011, 0.00927)
H (-0.49329, 2.18941, 0.43327)
Se (3.47791, 0.39361, -1.31663)
C (3.80881, -1.10569, -0.36373)
N (4.05841, -2.02739, 0.27527)



The following is a DFT calculation (ωB97M-V with the def2-TZVPD basis set) of an isolated molecule of C13H12N4O5S2.

Properties
ΔE to the lowest compared entry with this formula, charge and spin ... 33.0 kJ/mol
Total charge ... 0
HOMO-LUMO gap ... 8.54 eV
SMILES ... NS(=O)(=O)c1ccc(CNS(=O)(=O)c2cccc3nonc23)cc1
Total energy ... -51540.76411 eV

CARTESIAN COORDINATES (ANGSTROEM)
N (3.72502, 0.98194, -1.47980)
S (3.47851, 0.24754, 0.01822)
O (4.46998, 0.73669, 0.92965)
O (3.37418, -1.16650, -0.20198)
C (1.87663, 0.86207, 0.50041)
C (1.20640, 0.16632, 1.48833)
C (-0.05476, 0.58499, 1.87249)
C (-0.64138, 1.69149, 1.26417)
C (-2.07144, 2.03255, 1.58116)
N (-2.88795, 0.96101, 1.03756)
S (-2.82638, 0.77255, -0.61707)
O (-2.48784, 2.01212, -1.25923)
O (-4.02550, 0.10171, -1.01213)
C (-1.44389, -0.34226, -0.83326)
C (-0.51362, -0.11690, -1.80018)
C (0.57799, -0.99639, -2.02200)
C (0.76258, -2.12322, -1.27832)
C (-0.18439, -2.38499, -0.26755)
N (-0.28824, -3.35868, 0.61648)
O (-1.37041, -3.09709, 1.33402)
N (-2.00000, -1.98426, 0.96484)
C (-1.30357, -1.49223, -0.04043)
C (0.06348, 2.39893, 0.29949)
C (1.32929, 1.98457, -0.08406)
H (3.87599, 0.28847, -2.19445)
H (4.49334, 1.63341, -1.44153)
H (1.67652, -0.70002, 1.92669)
H (-0.60369, 0.04573, 2.62963)
H (-2.33569, 2.99917, 1.13493)
H (-2.23208, 2.07079, 2.66091)
H (-3.83423, 0.91227, 1.37859)
H (-0.62262, 0.76836, -2.40731)
H (1.27553, -0.75082, -2.80698)
H (1.59688, -2.78790, -1.41993)
H (-0.39357, 3.25312, -0.17448)
H (1.88236, 2.50934, -0.84548)



The following is a DFT calculation (ωB97M-V with the def2-TZVPD basis set) of an isolated molecule of C13H12N4S.

Properties
ΔE to the lowest compared entry with this formula, charge and spin ... 0.0 kJ/mol
Total charge ... 0
HOMO-LUMO gap ... 9.05 eV
SMILES ... Cc1ccccc1CSc1ncc(C#N)c(N)n1
Total energy ... -30472.08431 eV

CARTESIAN COORDINATES (ANGSTROEM)
C (-0.14579, 2.96244, -1.75925)
C (0.99009, 3.27784, -0.83553)
C (1.50518, 4.56554, -0.77482)
C (2.54827, 4.88325, 0.07633)
C (3.09508, 3.90569, 0.88821)
C (2.59391, 2.61825, 0.83729)
C (1.55124, 2.28995, -0.02015)
C (1.04151, 0.88704, -0.04771)
S (-0.53181, 0.75387, 0.90905)
C (-0.96204, -0.88666, 0.55350)
N (-2.08886, -1.31198, 1.11688)
C (-2.44152, -2.55561, 0.87043)
C (-1.68826, -3.40438, 0.06084)
C (-2.04896, -4.73130, -0.20818)
N (-2.30929, -5.82368, -0.45206)
C (-0.50297, -2.84676, -0.49415)
N (0.30491, -3.55910, -1.29581)
N (-0.16012, -1.58932, -0.23498)
H (0.16120, 2.23939, -2.51545)
H (-0.48756, 3.86138, -2.26546)
H (-0.98079, 2.53652, -1.20529)
H (1.07786, 5.33345, -1.40377)
H (2.93072, 5.89264, 0.10745)
H (3.90650, 4.14401, 1.55931)
H (3.01719, 1.85234, 1.47137)
H (1.74265, 0.19754, 0.41957)
H (0.81092, 0.54485, -1.05486)
H (-3.35845, -2.89468, 1.33349)
H (1.13923, -3.12879, -1.65240)
H (0.09678, -4.51883, -1.50811)



The following is a DFT calculation (ωB97M-V with the def2-TZVPD basis set) of a structure of composition C13H12N4S2.

Properties
Total charge ... 0
HOMO-LUMO gap ... 7.43 eV
Total energy ... -41295.13087 eV

CARTESIAN COORDINATES (ANGSTROEM)
C (0.73760, 2.28843, -0.65090)
C (1.48843, 1.34959, -1.36351)
C (1.38683, -0.11604, -1.32360)
C (0.56678, -0.84446, -0.66748)
C (0.48909, -2.05425, -0.87934)
S (-0.54371, -2.83485, 0.23030)
C (-0.83337, -1.14484, 0.79784)
N (-0.36580, -0.36247, 0.07156)
N (-2.04528, -1.12526, 1.51981)
C (-2.53475, 0.10846, 2.23243)
C (-1.90912, 1.10939, 1.92581)
C (-2.47279, 2.33953, 2.42317)
C (-3.62501, 2.51519, 3.37804)
C (-4.09306, 0.99001, 3.73945)
C (-3.65587, -0.02357, 2.98970)
H (-3.87129, -0.99889, 3.34201)
H (-4.90991, 1.14339, 4.44612)
H (-3.86708, 3.25132, 3.95609)
H (-2.16972, 3.30126, 2.38566)
H (-1.02069, 1.32782, 1.34699)
H (-2.50273, -1.95003, 1.81369)
H (1.39579, -2.98552, -1.35766)
S (2.81280, -0.85546, -2.38278)
C (3.44411, 0.83887, -2.73364)
N (2.42289, 1.67511, -2.44131)
N (4.21198, 1.09929, -3.66370)
H (4.93459, 0.55232, -3.86992)
H (4.59020, 1.89708, -3.74163)
H (-0.18782, 2.04718, -0.85978)
H (0.92558, 3.32733, -1.05517)
H (0.88384, 2.16851, 0.28653)



The following is a DFT calculation (ωB97M-V with the def2-TZVPD basis set) of an isolated molecule of C13H12N4S3.

Properties
ΔE to the lowest compared entry with this formula, charge and spin ... 0.0 kJ/mol
Total charge ... 0
HOMO-LUMO gap ... 8.50 eV
SMILES ... C=CCn1c(CSc2nc3ccccc3s2)n[nH]c1=S
Total energy ... -52141.88066 eV

CARTESIAN COORDINATES (ANGSTROEM)
C (1.06987, 3.20285, -3.75394)
C (1.73247, 2.07731, -3.56541)
C (1.07562, 0.76348, -3.26501)
N (1.61605, 0.16511, -2.07026)
C (1.51106, 0.60541, -0.77642)
C (0.75216, 1.80347, -0.37188)
S (-1.04994, 1.54490, -0.62001)
C (-1.40325, 0.61718, 0.79906)
N (-0.57013, 0.40539, 1.74423)
C (-1.12326, -0.34235, 2.74312)
C (-0.47772, -0.74328, 3.90804)
C (-1.17985, -1.49003, 4.83061)
C (-2.50907, -1.84323, 4.61051)
C (-3.16850, -1.45835, 3.45842)
C (-2.47039, -0.70912, 2.52875)
S (-3.01744, -0.07842, 0.99718)
N (2.14122, -0.17839, 0.04020)
N (2.67909, -1.14883, -0.73125)
C (2.38173, -0.97946, -2.04646)
S (2.82392, -1.90954, -3.31880)
H (1.57191, 4.12602, -3.98615)
H (-0.00628, 3.24186, -3.69901)
H (2.81227, 2.04530, -3.62361)
H (-0.00606, 0.88623, -3.15692)
H (1.28270, 0.04921, -4.07229)
H (1.00719, 2.66564, -0.98767)
H (0.90857, 1.99609, 0.68701)
H (0.55162, -0.46345, 4.06247)
H (-0.69231, -1.80787, 5.73982)
H (-3.03456, -2.42786, 5.35014)
H (-4.19731, -1.73109, 3.28383)
H (3.22563, -1.89215, -0.33002)



The following is a DFT calculation (ωB97M-V with the def2-TZVPD basis set) of a structure of composition C13H13AsF6FeN3O10S3.

Properties
ΔE to the lowest compared entry with this formula, charge and spin ... 32.6 kJ/mol
Total charge ... -1
HOMO-LUMO gap (spin up / spin down) ... 9.60 / 9.01 eV
Spin multiplicity ... 5
Total energy ... -182677.71666 eV

CARTESIAN COORDINATES (ANGSTROEM)
Fe (-0.41669, -0.03437, -0.61127)
O (4.27352, -0.00806, -1.41472)
As (2.67836, 0.78893, -1.61890)
O (2.57025, 1.10657, -3.21827)
O (1.63574, -0.33975, -0.89297)
C (3.03140, 2.24156, -0.36571)
C (4.35605, 2.54322, -0.06403)
C (4.64665, 3.53626, 0.86158)
C (3.62776, 4.22526, 1.50700)
C (2.30583, 3.93622, 1.22310)
C (2.01719, 2.95507, 0.28572)
S (0.32729, 2.58530, -0.03548)
O (-0.01195, 1.48567, 0.89392)
O (-0.42783, 3.79351, 0.11602)
O (0.31734, 1.99024, -1.39041)
H (4.49213, -0.25102, -2.32487)
H (5.13983, 1.98092, -0.54981)
H (5.68079, 3.77233, 1.08455)
H (3.86502, 4.99451, 2.23242)
H (1.49190, 4.46225, 1.70801)
F (-4.26130, 2.69404, 0.32209)
C (-4.90253, 1.61289, -0.09152)
F (-5.30135, 1.79704, -1.34869)
F (-5.96160, 1.39295, 0.68181)
S (-3.83451, 0.12592, -0.06331)
O (-2.58842, 0.57838, -0.68490)
O (-4.61271, -0.83466, -0.78451)
N (-3.75792, -0.20222, 1.47837)
S (-2.38084, -0.47393, 2.22471)
O (-1.36717, -0.89803, 1.27137)
O (-2.54837, -1.29281, 3.38074)
C (-2.08741, 1.19800, 3.01350)
F (-2.15313, 2.17555, 2.12975)
F (-3.09781, 1.33785, 3.89690)
F (-0.93828, 1.25312, 3.65400)
C (2.13687, -4.81049, -0.84683)
C (0.86921, -4.03445, -0.99373)
C (-0.44861, -4.43412, -1.08040)
C (-1.19637, -3.25484, -1.22306)
N (-0.38174, -2.19820, -1.22697)
N (0.86701, -2.70466, -1.08745)
C (-2.67342, -3.10719, -1.36206)
H (1.92000, -5.87544, -0.78514)
H (2.67411, -4.51335, 0.05646)
H (2.79883, -4.64009, -1.69699)
H (-0.82601, -5.44597, -1.05474)
H (1.62850, -2.00918, -1.02659)
H (-3.08977, -3.92737, -1.94671)
H (-2.92389, -2.16833, -1.84533)
H (-3.16194, -3.10501, -0.38662)



The following is a DFT calculation (ωB97M-V with the def2-TZVPD basis set) of a structure of composition C13H13BF4N8STi.

Properties
Total charge ... +2
HOMO-LUMO gap ... 6.47 eV
Total energy ... -71102.50777 eV

CARTESIAN COORDINATES (ANGSTROEM)
Ti (-0.03378, 0.13607, -0.02585)
N (-1.00292, 4.21232, 1.48446)
C (-0.86345, 2.99437, 0.87719)
S (0.70267, 2.36086, 0.48287)
N (-1.93550, 2.34702, 0.46289)
N (-1.61391, 1.40347, -0.41003)
C (-2.12453, 1.31477, -1.60881)
C (-1.36176, 0.63824, -2.59781)
C (-1.69278, 0.40906, -3.97489)
C (-0.75790, -0.11752, -4.80769)
C (0.50654, -0.46885, -4.25858)
C (0.73921, -0.41432, -2.90294)
N (-0.10030, 0.29820, -2.10850)
H (-0.20420, 4.53901, 1.98721)
H (-1.90811, 4.60642, 1.57849)
H (-3.08431, 1.80392, -1.80889)
H (-2.71561, 0.56226, -4.28339)
H (-1.04516, -0.39127, -5.82274)
H (1.30202, -0.75081, -4.88444)
H (1.60117, -0.82233, -2.40545)
N (3.12556, -1.13041, 2.41342)
C (4.04905, -0.86006, 1.34253)
C (3.31088, -0.33880, 0.35633)
N (2.00377, -0.15105, 0.76142)
C (1.87567, -0.75292, 2.02695)
C (0.62284, -0.73412, 2.69371)
N (-0.40427, -0.19540, 1.96996)
C (-1.58852, -0.41275, 2.72502)
C (-1.29684, -1.04581, 3.88369)
N (0.12450, -1.31375, 3.81791)
H (3.35079, -1.46862, 3.37609)
H (5.11371, -1.04846, 1.46600)
H (3.64544, -0.05601, -0.64135)
H (-2.53068, -0.18515, 2.26007)
H (-1.93421, -1.26681, 4.74778)
H (0.69207, -1.80255, 4.52286)
F (-0.99244, -2.40635, -1.96029)
B (-0.91402, -2.44332, -0.58445)
F (-1.38398, -3.57074, 0.02863)
F (0.42062, -2.18420, -0.12124)
F (-1.69731, -1.29358, -0.05811)